No. 1
Density functional theory data (wB97M-V/def2-TZVPD) for C2H2LiOYb as an isolated structure at a distorted geometry.

Last column: Löwdin spin population.
Cartesian coordinates (Å):
H: -2.276 -1.229 -2.814  0.0544
O: -0.676 0.700 1.445  0.0110
C: 0.482 1.333 1.053  0.0079
C: 0.506 1.976 -0.135  0.0036
Yb: -0.750 -0.765 -1.244  0.3563
Li: 1.399 -3.294 -0.081  0.5665
H: 1.315 1.280 1.775  0.0003

Results
- Frontier orbital gap (spin up / spin down): 5.517 / 5.624 eV
- HOMO level (spin up / spin down): -6.680 / -7.705 eV
- Total energy: -1318.55083 a.u.
- Spin multiplicity: 2



No. 2
Density functional theory data (wB97M-V/def2-TZVPD) for a single C2H2N2 molecule at a distorted geometry.

Last column: Mulliken charge in e.
Cartesian coordinates (Å):
C: -1.330 -0.653 -0.612  -0.3767
C: 0.555 0.076 0.334  0.4491
N: -0.444 -0.569 0.226  -0.0051
N: 1.460 0.856 0.523  -0.4808
H: -2.396 -0.573 -0.253  0.1430
H: 2.157 0.864 -0.218  0.2706

Results
- Frontier orbital gap: 7.924 eV
- Energy relative to the best compared isomer or geometry (same formula, charge and spin): 70.7 kcal per mole
- HOMO level: -7.870 eV
- Total energy: -186.76453 a.u.



No. 3
Density functional theory data (wB97M-V/def2-TZVPD) for a single C2H2N2 molecule at a distorted geometry.

Last column: Mulliken charge in e.
Cartesian coordinates (Å):
C: 0.486 0.078 -0.398  -0.2108
C: -0.161 -0.603 0.638  -0.1441
N: -0.412 1.106 -0.748  -0.0270
N: -1.328 0.990 -0.009  -0.2132
H: 1.537 -0.034 -0.766  0.3318
H: -0.122 -1.539 1.284  0.2633

Results
- Frontier orbital gap: 8.369 eV
- Energy relative to the best compared isomer or geometry (same formula, charge and spin): 107.4 kcal per mole
- HOMO level: -8.742 eV
- Total energy: -186.70601 a.u.



No. 4
Density functional theory data (wB97M-V/def2-TZVPD) for a single C2H2N2 molecule at a distorted geometry.

Last column: Mulliken charge in e.
Cartesian coordinates (Å):
C: 0.925 -0.467 -0.061  -0.1430
C: -0.553 -0.320 0.054  0.4724
N: 1.307 0.718 -0.033  -0.4988
N: -1.526 0.323 -0.052  -0.3609
H: 1.452 -1.524 -0.005  0.2257
H: -1.606 1.271 0.096  0.3047

Results
- Frontier orbital gap (spin up / spin down): 8.502 / 8.503 eV
- Energy relative to the best compared isomer or geometry (same formula, charge and spin): 65.7 kcal per mole
- HOMO level (spin up / spin down): -8.472 / -8.473 eV
- Total energy: -186.77240 a.u.



No. 5
Density functional theory data (wB97M-V/def2-TZVPD) for a single C2H2N2O molecule at a distorted geometry.

Last column: Mulliken charge in e.
Cartesian coordinates (Å):
C: 1.037 0.098 -0.012  -0.0086
N: 0.029 0.997 -0.027  -0.4797
C: -1.025 0.214 -0.011  0.1894
O: -0.712 -1.074 -0.023  -0.1114
N: 0.662 -1.151 -0.008  -0.2919
H: 2.096 0.428 0.024  0.3446
H: -2.088 0.489 0.056  0.3576

Results
- Frontier orbital gap: 12.047 eV
- Structure (SMILES): c1ncon1
- Energy relative to the best compared isomer or geometry (same formula, charge and spin): 29.3 kcal per mole
- HOMO level: -11.022 eV
- Total energy: -262.11730 a.u.



No. 6
Density functional theory data (wB97M-V/def2-TZVPD) for a 2-piece molecular cluster, C2H2N2O overall at a distorted geometry.

Last column: Mulliken charge in e.
Cartesian coordinates (Å):
C: -0.964 -0.021 0.583  -0.3931
C: 0.181 0.292 0.373  0.1110
O: 1.503 0.519 0.265  -0.4986
H: -1.946 -0.095 0.538  0.4265
H: 1.908 -0.332 0.574  0.3951
N: 1.368 -1.939 1.467  -0.0348
N: 0.795 -1.972 2.421  -0.0060

Results
- Frontier orbital gap: 10.597 eV
- Structure (SMILES): C#CO.N#N
- Energy relative to the best compared isomer or geometry (same formula, charge and spin): 44.4 kcal per mole
- HOMO level: -9.736 eV
- Total energy: -262.09310 a.u.